Entry 1:
Entry from the Open Molecules 2025 dataset: the molecule C23H24FN3O3S at a distorted geometry (the ωB97M-V functional and the def2-TZVPD basis).

Its frontier orbital gap is 8.9 eV. As for the charge: 0. The value obtained for the molar mass is 441.53 g mol⁻¹. The HOMO energy is -8.76 eV. As for the energy relative to the best compared isomer or geometry (same formula, charge and spin): 40.6 kcal per mole.

XYZ file:
```
55
Properties=species:S:1:pos:R:3:mulliken_charge:R:1
H -0.3069 -2.6040 -0.9333 0.329
C 1.9352 -6.3549 1.4339 -0.964
C 2.7941 -1.3060 2.4210 -0.774
C -0.0038 -4.4035 0.1041 -1.547
H 4.1151 -4.7825 1.0458 0.309
O -3.7164 3.5663 -0.6879 -0.748
H 0.8623 -6.5039 1.5196 0.297
C 0.7079 3.2163 -1.0669 -0.074
H 2.0347 4.6592 -4.3917 0.433
C 2.5656 3.8300 -2.4720 -0.399
F -0.5371 4.5605 -4.1874 -0.324
H 4.1193 -6.2574 0.0552 0.378
C -2.0874 -0.6476 -0.7287 -0.503
S -2.3344 3.3559 -0.3893 1.519
C 1.6863 4.2517 -3.4560 -0.564
C 0.3315 4.1518 -3.2272 0.561
N 2.2241 -5.4665 0.3272 0.062
C 3.6535 -5.2809 0.1804 -0.902
H 2.7525 2.9921 -0.5144 0.424
H -2.3142 -1.3953 -1.4743 0.560
C 1.5071 -4.1944 0.3242 -0.794
C 1.7550 -3.2896 1.5182 0.750
C -1.5551 1.2679 1.2170 -0.306
C 2.2454 -1.5724 3.6631 -0.463
H 0.3288 2.8317 -0.1353 0.318
H 1.0162 -2.9079 4.7967 0.394
H 2.3950 -7.3197 1.2180 0.402
H -0.9575 -0.3910 2.4486 0.464
H 3.6289 3.9056 -2.6350 0.380
H -0.1570 -5.0690 -0.7490 0.343
C -0.1934 3.6372 -2.0396 0.235
H 1.8777 -3.6686 -0.5686 0.670
O -1.6130 -2.9624 1.9002 -0.607
C -1.2904 -2.4609 0.8451 0.424
O -1.7005 4.1651 0.6060 -0.630
H 2.3302 -5.9930 2.3937 0.313
C -1.3311 -0.0706 1.4880 -0.898
C 2.5508 -2.1603 1.3605 -0.196
C -2.3310 0.6893 -0.9920 -0.821
C -1.5801 -1.0288 0.5104 0.353
H 3.4102 -0.4305 2.2754 0.437
C 1.2086 -3.5467 2.7704 0.283
H 2.9825 -1.9426 0.3923 0.398
C 2.0710 3.3178 -1.2849 -0.992
H 2.4303 -0.9062 4.4929 0.416
N -1.5615 3.5191 -1.8735 -0.262
C -2.0457 1.6303 -0.0223 -0.006
H -2.7384 1.0119 -1.9368 0.452
H -2.1346 3.9352 -2.5917 0.275
H -0.4894 -4.8231 0.9845 0.417
N -0.6404 -3.1295 -0.1396 -0.043
H 3.8535 -4.6877 -0.7110 0.293
C 1.4544 -2.6953 3.8330 -0.942
H -1.3574 2.0387 1.9454 0.529
H 0.5669 -4.3987 2.9250 0.341
```

Entry 2:
Entry from the Open Molecules 2025 dataset: the molecule C23H24FN3O5S at a distorted geometry (the ωB97M-V functional and the def2-TZVPD basis).

Its frontier orbital gap is 8.7 eV. As for the charge: 0. The value obtained for the molar mass is 473.53 g mol⁻¹. The HOMO energy is -8.34 eV. As for the energy relative to the best compared isomer or geometry (same formula, charge and spin): 29.2 kcal per mole.

XYZ file:
```
57
Properties=species:S:1:pos:R:3:mulliken_charge:R:1
H -0.2141 0.8351 -1.9180 0.450
C -1.8274 0.2783 0.9975 0.632
S 1.7747 0.2430 0.6435 1.357
H -2.8368 -2.9404 0.7084 0.448
F -4.1038 0.0555 3.7922 -0.354
H -2.1676 -3.8168 -1.4648 0.222
C 3.5613 -1.3364 -0.7238 -0.279
H 1.0978 -0.9686 2.3927 0.317
N -1.1372 1.1965 -2.1295 0.045
C -2.5618 0.6433 2.1101 -1.201
C -2.7634 -1.9378 1.1019 -0.459
C 0.6012 -2.1596 0.7632 -1.334
C -3.5014 -1.5826 2.2168 -0.789
O -3.3565 0.7695 -2.1074 -0.706
C -3.0534 -1.9850 -2.2089 -0.513
O 1.1586 0.5157 -0.6231 -0.591
H -1.1040 3.0300 -3.1382 0.331
H -3.5750 -4.0572 -2.5041 0.468
C 4.3460 -0.3366 1.3299 -0.473
H 1.3124 4.1326 -2.4013 0.512
O -0.5022 3.1915 0.1322 -0.204
C -1.2732 2.6447 -2.1267 -1.006
H -1.0613 -1.3216 -2.7213 0.661
H -2.0196 -3.5976 -3.2021 0.360
C -1.9286 -1.0103 0.4886 -1.019
C -3.3906 -0.2925 2.7023 0.142
N -1.2011 -1.3819 -0.6772 1.322
N 0.8304 -0.8949 1.4237 -0.009
H 6.3569 -0.8066 1.8905 0.410
H 2.3320 4.7844 0.0196 0.461
C -0.2890 3.2707 -1.2005 0.569
C 3.3595 -0.5358 0.3834 0.099
C 0.8848 3.9210 -1.4426 -0.748
H -3.7626 -1.8409 -1.3922 0.310
O 1.9119 1.3150 1.5816 -0.713
H 0.5345 3.8042 1.8101 0.492
C 1.4178 4.2634 -0.1764 -0.554
H -2.3029 2.8684 -1.8276 0.424
H 4.1397 0.3114 2.1672 0.489
O 0.6544 -2.2472 -1.6301 -0.718
C -2.6827 -3.4547 -2.3523 -1.419
C 0.0301 -1.9192 -0.6385 0.866
H 6.7479 -2.2506 -0.0688 0.394
H -3.5366 -1.6327 -3.1209 0.497
C 5.7910 -1.7671 0.0594 -0.423
H 1.5258 -2.7436 0.6438 0.349
H -2.4970 1.6404 2.5143 0.578
H 2.7652 -1.4695 -1.4399 0.334
H 4.9656 -2.5884 -1.7392 0.427
C 5.5733 -0.9562 1.1635 -0.685
H -1.1640 0.9898 0.5369 0.417
C 4.7912 -1.9574 -0.8814 -0.719
H -4.1574 -2.2870 2.7034 0.476
C -2.2058 0.3860 -2.0588 -0.257
H -0.1130 -2.7375 1.3561 0.551
C -1.8267 -1.1035 -1.9678 0.168
C 0.5323 3.7916 0.7393 -0.406
```

Entry 3:
Entry from the Open Molecules 2025 dataset: a cluster of 4 separate species, C23H24FN3O9 in total (the ωB97M-V functional and the def2-TZVPD basis).

Its frontier orbital gap is 9.0 eV. As for the charge: 0. The value obtained for the molar mass is 505.45 g mol⁻¹. The HOMO energy is -9.94 eV.

XYZ file:
```
60
Properties=species:S:1:pos:R:3:mulliken_charge:R:1
C 1.3675 2.4255 1.0766 0.164
O 1.7024 1.3416 -0.9283 -0.592
C 9.3010 3.2902 5.4252 -0.400
O 4.6257 3.1551 5.2650 -0.584
C 2.5090 1.8522 1.6066 -0.390
N -10.1261 -3.1755 -3.2074 1.007
C 9.3653 3.2613 4.0383 -0.447
H -5.5650 -3.6950 -3.0663 0.368
H 1.1609 -3.0502 -1.2986 0.337
H -2.8591 -1.1021 -0.8678 0.351
C 8.0725 3.2773 6.0649 -0.479
O 5.6006 3.2955 7.1755 -0.604
C -7.5021 -3.5134 -5.8320 -0.390
H -9.6405 -3.2848 -5.8248 0.457
C -2.2556 -0.8620 -1.7452 -0.737
H -0.3229 3.7084 1.3702 0.471
F -2.1052 -3.6897 -0.8809 -0.145
H 3.7592 1.7149 3.3373 0.472
C -8.7428 -3.3704 -5.2316 -0.444
H 10.3272 3.2764 3.5434 0.378
C 0.9291 3.5672 3.1138 -0.499
C 2.0787 3.0137 3.6641 -0.491
H 0.3526 -0.9110 -3.3151 0.327
N 5.6183 3.2274 5.9671 0.963
C 6.9263 3.2326 5.2936 0.175
C -6.4524 -3.5931 -3.6688 -0.121
O -10.1568 -3.1231 -1.9951 -0.606
O -3.0870 -3.6572 -3.6841 -0.496
H -7.7728 -3.4243 -1.9795 0.449
C -0.7581 -1.0268 -1.4447 0.119
O -11.1007 -3.1011 -3.9271 -0.609
H -2.4746 0.1762 -1.9977 0.397
H -0.4234 -2.4664 -3.0632 0.229
H 2.0845 -2.5473 -2.7437 0.375
H 3.1074 1.1810 1.0089 0.441
C 0.0946 -1.6514 -2.5543 -0.105
H 1.8806 -1.4473 -1.3511 0.209
C -7.6865 -3.4498 -3.0553 -0.542
H -0.6105 -1.6063 -0.5289 0.415
H 6.0525 3.1687 3.3369 0.491
H 8.2523 3.1943 2.2040 0.380
C 8.2005 3.2155 3.2837 -0.483
H -7.4293 -3.5382 -6.9105 0.372
C 2.8678 2.1506 2.9116 -0.380
C 6.9661 3.2002 3.9117 -0.224
H 2.3551 3.2528 4.6788 0.448
H 0.3149 4.2333 3.7038 0.380
C -2.9968 -2.9004 -2.7667 0.710
N 0.9971 2.1163 -0.3117 0.994
O -2.7167 -1.6220 -2.8860 -0.345
C 0.5651 3.2790 1.8087 -0.430
O -3.3523 -3.3229 -1.4675 -0.123
H -0.3533 -0.0286 -1.2556 -0.266
C 1.3985 -2.2146 -1.9657 -1.227
H -5.3877 -3.7333 -5.5194 0.451
C -8.8114 -3.3391 -3.8511 0.121
O -0.0019 2.6386 -0.7643 -0.605
C -6.3577 -3.6236 -5.0528 -0.505
H 8.0070 3.3004 7.1421 0.444
H 10.2090 3.3243 6.0108 0.373
```

Entry 4:
Entry from the Open Molecules 2025 dataset: a structure of composition C23H24IrNO5Se4Si at a distorted geometry (the ωB97M-V functional and the def2-TZVPD basis).

Its frontier orbital gap is 5.0 eV. As for the charge: 0. The value obtained for the molar mass is 930.59 g mol⁻¹. The HOMO energy is -6.81 eV. As for the energy relative to the best compared isomer or geometry (same formula, charge and spin): 12.6 kcal per mole.

XYZ file:
```
59
Properties=species:S:1:pos:R:3:mulliken_charge:R:1
C 2.5851 1.9135 0.7867 -0.062
C -2.6144 -3.0855 0.9918 0.214
Si 0.2409 1.4386 -0.7250 -1.016
C 1.5187 2.5334 0.1242 0.766
C -1.2671 2.4565 -1.2216 0.619
H -0.4298 -7.0527 2.3048 0.436
C -1.5569 -3.9990 1.4456 0.191
C -2.5222 2.0249 -0.7809 -0.421
H 1.7264 -1.1396 -1.2544 0.092
H -4.2994 -2.9256 0.1930 0.381
C -1.5889 -5.3519 1.7664 -0.483
H 2.3424 5.7531 0.8671 0.394
H 4.3688 2.1436 1.9563 0.402
H -2.5247 -5.8928 1.7615 0.473
C 2.0879 -0.3602 -1.9288 -1.546
C -3.6858 2.6857 -1.1534 -0.652
C 0.8092 -5.3208 2.1108 -0.792
H 2.6487 0.8295 0.8066 0.258
C 2.4204 4.6728 0.8391 -0.759
H 2.4475 -0.8518 -2.8412 0.511
N -0.3829 -3.3607 1.5475 0.189
Se -2.6044 -0.4173 3.7135 -0.132
H 3.1094 -4.1622 2.6746 0.286
H -0.5838 -0.8759 -2.4120 0.139
H -0.2752 3.9540 -2.4160 0.308
H 2.9476 0.1224 -1.4574 0.315
H 2.3535 2.3021 -2.7081 0.373
O -0.2794 0.3309 0.3132 1.449
H 1.7276 -5.8430 2.3438 0.288
C 3.4786 4.0370 1.4708 -0.391
H -2.5775 1.1656 -0.1207 0.382
H -4.6460 2.3359 -0.7922 0.418
C 0.9881 0.6435 -2.2859 2.223
C -0.1200 -0.1046 -3.0382 -1.692
H 4.2326 4.6167 1.9891 0.373
H 2.0455 1.2341 -4.0852 0.481
C -0.4022 -5.9963 2.0752 -0.593
C 1.8731 -2.9677 1.8902 0.419
H 0.8188 2.3959 -3.5831 0.318
C 1.5840 1.7105 -3.2114 -1.834
O 3.0865 -3.2791 2.2787 -0.455
O -3.7364 -3.6313 0.5459 -0.507
O 1.6832 -1.8221 1.4528 -0.586
O -2.3374 -1.8945 0.6736 -0.414
C -2.3857 4.2480 -2.4280 -0.852
C 1.4530 3.9260 0.1767 -0.150
C 3.5564 2.6500 1.4488 -0.904
Se -0.4229 -0.9248 3.3960 -0.156
H -4.5254 4.3229 -2.2625 0.360
C -3.6202 3.8011 -1.9771 -0.519
Se -3.5364 -2.6248 3.7000 -0.061
H 0.6258 4.4460 -0.2931 0.341
H -0.9126 0.5699 -3.3692 0.354
C -1.2270 3.5809 -2.0519 -0.283
Se -2.1182 -4.0327 4.7698 -0.457
Ir -0.3136 -1.4876 1.0793 -0.074
C 0.7687 -3.9560 1.8966 1.135
H 0.2926 -0.6037 -3.9235 0.507
H -2.3245 5.1195 -3.0689 0.394
```

| no. | electronic energy (eV) |
| --- | --- |
| 1 | -48406.0967 |
| 2 | -52501.2931 |
| 3 | -49843.6260 |
| 4 | -308072.0438 |